P:
Formula: CH5O2PS2
Source: OMol25
Level of theory: ωB97M-V/def2-TZVPD

Calculated values
SMILES   OC(O)P(S)S
HOMO level   -8.699 eV
Kohn-Sham gap   9.100 eV

The geometry in XYZ format:
```
11
CH5O2PS2 | OMol25 | ωB97M-V/def2-TZVPD
C -0.441 0.166 -0.442
H -2.352 -0.211 0.210
P 0.982 -0.101 0.695
O -0.924 1.425 -0.281
S 1.700 -1.790 -0.296
H -0.414 -0.012 -1.565
H 0.522 -2.383 -0.086
H -0.800 1.884 -1.118
O -1.595 -0.797 0.160
S 2.120 1.454 -0.112
H 3.273 0.794 0.106
```

---

Q:
Formula: CH5O2PS2
Source: OMol25
Level of theory: ωB97M-V/def2-TZVPD

Calculated values
HOMO level (spin up / spin down)   -8.870 / -6.770 eV
Kohn-Sham gap (spin up / spin down)   9.109 / 5.056 eV

The geometry in XYZ format:
```
11
CH5O2PS2 | OMol25 | ωB97M-V/def2-TZVPD
H -1.345 -1.191 -1.192
H -2.764 -0.433 -0.702
O -1.246 -0.367 0.668
H -1.199 0.624 -1.124
H 4.055 1.179 -1.089
C -1.691 -0.346 -0.693
P -0.128 -1.507 1.175
S 1.723 1.079 -0.606
O 0.123 -0.769 2.558
S 3.114 1.871 -1.748
H -0.641 -0.140 2.754
```

---

Referenced to the most stable arrangement, the calculated values in kJ/mol are P 0.0; Q 84.7.

---

P:
Formula: C6H12N
Source: OMol25
Level of theory: ωB97M-V/def2-TZVPD

Calculated values
HOMO level   -13.253 eV
Charge   +1
Kohn-Sham gap   8.046 eV

The geometry in XYZ format:
```
19
C6H12N | OMol25 | ωB97M-V/def2-TZVPD
H -0.531 -1.661 0.930
C 0.234 1.323 -1.677
C -2.110 -0.134 -0.335
N 0.370 -0.028 0.133
H 1.121 -1.430 1.518
C 0.668 0.204 -1.239
C 0.424 -1.394 0.672
H -1.737 -0.756 -1.068
C 1.428 0.607 0.988
H 0.788 -2.167 0.037
H -2.780 -0.579 0.434
C -1.003 0.599 0.234
H 1.508 0.229 1.963
H 0.330 1.968 -2.462
H 1.366 -0.501 -1.752
H 1.427 1.665 0.954
H 2.361 0.324 0.529
H -2.723 0.512 -0.936
H -1.138 1.219 1.076
```

---

Q:
Formula: C6H12N
Source: OMol25
Level of theory: ωB97M-V/def2-TZVPD

Calculated values
SMILES   C=C/C=C/CC[NH3+]
HOMO level   -12.386 eV
Charge   +1
Kohn-Sham gap   8.595 eV

The geometry in XYZ format:
```
19
C6H12N | OMol25 | ωB97M-V/def2-TZVPD
C -0.389 2.088 0.217
H 0.754 3.610 -0.632
H 0.922 -4.600 0.868
H 0.427 1.913 0.908
H -0.687 -0.364 1.643
H -1.150 2.677 0.695
H 0.598 -1.304 -1.045
H 1.490 -2.348 1.652
C 0.904 -2.492 0.746
H -0.818 0.500 -1.262
C -0.412 -0.402 0.598
C -1.010 0.747 -0.210
H -2.087 0.789 -0.055
H -0.042 -3.842 -0.513
H -0.487 3.144 -1.603
H 0.835 2.115 -1.427
C 0.568 -3.714 0.377
C 0.352 -1.313 0.013
N 0.233 2.796 -0.971
```

---

Referenced to the most stable arrangement, the calculated values in kJ/mol are P 441.7; Q 0.0.

---

P:
Formula: C6H12N
Source: OMol25
Level of theory: ωB97M-V/def2-TZVPD

Calculated values
HOMO level   -13.455 eV
Charge   +1
Kohn-Sham gap   10.188 eV

The geometry in XYZ format:
```
19
C6H12N | OMol25 | ωB97M-V/def2-TZVPD
H 1.647 -2.888 -0.176
C 0.196 -1.517 0.644
H 2.084 1.386 1.017
C 1.958 1.084 -0.027
H -0.509 -2.285 1.071
C 1.129 -2.007 -0.214
H -3.712 1.021 -0.385
H 2.224 1.881 -0.721
H -0.260 0.432 1.641
C -0.204 -0.092 0.651
H -0.079 1.604 -0.583
C -2.171 -0.012 0.293
H 0.391 0.202 -1.284
H -2.033 1.614 -1.049
H 2.367 0.095 -0.131
N 0.464 0.742 -0.331
H -2.475 -0.810 0.903
H 1.708 -1.294 -0.845
C -2.726 0.844 -0.473
```

---

Q:
Formula: C6H12N
Source: OMol25
Level of theory: ωB97M-V/def2-TZVPD

Calculated values
SMILES   C=C1[C@@H](C)[NH2+][C@@H]1C
HOMO level   -14.157 eV
Charge   +1
Kohn-Sham gap   10.898 eV

The geometry in XYZ format:
```
19
C6H12N | OMol25 | ωB97M-V/def2-TZVPD
C -2.368 0.015 -0.164
H -0.968 2.746 -0.085
H -0.286 -1.990 -0.505
H 1.305 -0.493 -1.503
H -2.228 0.264 -1.158
H 0.367 -1.740 1.076
C 0.067 0.853 -0.112
H -0.986 0.185 1.717
C 1.180 -0.327 -0.499
N -0.026 -1.214 0.184
H 2.636 -1.540 0.632
C -1.115 -0.031 0.567
C -0.141 2.141 -0.380
H 0.461 2.638 -1.146
H -2.920 0.781 0.233
H -2.895 -0.870 -0.095
H 3.498 -0.189 0.004
H 2.210 0.268 1.217
C 2.432 -0.437 0.399
```

---

R:
Formula: C6H12N
Source: OMol25
Level of theory: ωB97M-V/def2-TZVPD

Calculated values
HOMO level   -14.085 eV
Charge   +1
Kohn-Sham gap   11.016 eV

The geometry in XYZ format:
```
19
C6H12N | OMol25 | ωB97M-V/def2-TZVPD
C -1.558 0.673 -0.548
H 2.160 0.745 1.700
C 0.848 -2.312 -1.334
H 0.679 0.325 2.692
H 1.136 2.896 1.075
C 1.166 1.017 2.024
H -0.343 2.481 2.069
H -1.499 -3.009 -1.004
N -0.163 0.190 -0.670
H 1.206 -2.393 -2.352
H 0.347 0.432 0.237
C -0.086 -1.209 -0.963
H -2.093 0.511 -1.481
C 0.621 2.177 1.693
C -0.650 -2.372 -1.057
H 0.319 0.703 -1.421
H -2.060 0.120 0.243
H 1.533 -2.707 -0.596
H -1.563 1.732 -0.306
```

---

Referenced to the most stable arrangement, the calculated values in kJ/mol are P 85.7; Q 0.0; R 31.3.